Record 1
# C32H33Br4N7O8Zn

A molecular structure, C32H33Br4N7O8Zn at a distorted geometry (the ωB97M-V functional and the def2-TZVPD basis, OMol25).

XYZ file:
```
85
Properties=species:S:1:pos:R:3:mulliken_charge:R:1
Zn -0.41162 -2.40642 -0.10691 0.689
Br 6.06707 -2.56004 2.51290 -0.212
C 4.24353 -2.13110 2.31491 -0.131
C 3.40265 -2.23249 3.45383 0.293
Br 4.15519 -2.43253 5.18795 -0.254
C 2.00127 -2.14031 3.31872 -0.288
Br 0.90400 -2.01926 4.83362 -0.202
C 1.37735 -1.94726 2.02454 0.632
O 0.09518 -1.99904 1.83960 -0.864
C 2.25448 -1.59513 0.86298 0.146
O 1.72168 -1.47980 -0.29208 -0.857
C 3.66872 -1.61315 1.10884 0.180
Br 4.84894 -0.99130 -0.27313 -0.204
N -0.73757 -1.29246 -1.89912 -0.310
N -2.04362 -0.88612 -2.18442 -0.246
C -2.92130 -1.38027 -1.32279 0.607
N -4.21225 -0.97946 -1.34791 -0.372
N -2.42495 -2.14602 -0.32059 -0.098
N -3.24126 -3.09480 0.39935 1.168
O -4.50345 -2.98768 0.35276 -0.777
O -2.58769 -3.97513 1.00662 -0.540
H -0.03931 -0.56028 -2.05804 0.297
H -0.46760 -2.06186 -2.54661 0.344
H -2.24329 -0.10905 -2.77508 0.236
H -4.48434 -0.43129 -2.15755 0.183
H -4.86305 -1.61169 -0.86487 0.275
C 1.46364 6.52621 -3.89413 -1.579
C 1.51290 5.20114 -3.10669 0.855
C 2.69421 4.51124 -2.87336 -0.763
C 2.68470 3.29494 -2.17477 0.426
C 3.88041 2.36175 -2.12521 -1.202
C 1.56371 2.91828 -1.47847 -0.130
C 0.27703 3.55448 -1.66424 -1.041
C 0.38042 4.73905 -2.48727 -0.374
N -0.84076 3.13810 -1.10628 -0.605
C -1.24674 3.37933 0.33060 1.871
C -2.51961 2.61817 0.62224 -1.559
C -2.94492 2.80232 2.11672 0.574
C -3.20273 4.30757 2.31199 -1.416
C -1.92747 5.11518 1.97202 0.423
C -0.77667 4.57162 2.91476 -1.352
C -0.49573 3.06728 2.69776 0.486
C -1.79783 2.32249 3.03031 -1.413
C -0.15596 2.79205 1.22681 -1.100
C -1.55441 4.88781 0.50838 -1.683
H 1.53367 7.45556 -3.30843 0.264
H 0.56606 6.59256 -4.51057 0.347
H 2.29252 6.57731 -4.56063 0.443
H 3.61269 4.97312 -3.17262 0.337
H 4.28775 2.25508 -1.10838 0.276
H 4.68728 2.81815 -2.74074 0.322
H 3.69778 1.28428 -2.50869 0.186
H 1.63017 2.01160 -0.87306 0.891
H -0.62637 5.17298 -2.78682 0.046
H -2.43157 1.53888 0.38720 -0.155
H -3.28711 3.07463 -0.00203 0.509
H -3.83418 2.18943 2.24822 0.326
H -3.54110 4.56503 3.32334 0.473
H -4.01686 4.52807 1.60615 0.532
H -2.06481 6.19119 2.17404 0.231
H -1.06177 4.79509 4.00611 0.446
H 0.13472 5.10538 2.63104 0.543
H 0.36372 2.69574 3.32610 0.344
H -1.97417 2.37830 4.16270 0.440
H -1.59089 1.26540 2.89701 0.468
H -0.08689 1.69129 1.04539 -0.009
H 0.87853 3.17570 0.94605 0.402
H -0.65180 5.45332 0.18722 0.367
H -2.28111 5.19694 -0.18874 0.508
O -0.71997 -4.45549 -1.67270 -0.700
C 0.12332 -4.81044 -0.81450 0.779
O 0.64439 -4.02353 0.02589 -0.379
C 0.59184 -6.17224 -0.76357 -0.005
C 1.47496 -6.52610 0.31783 -0.604
C 1.68840 -7.85015 0.54938 -0.517
C 1.02776 -8.84251 -0.12804 -0.374
C 0.07597 -8.45249 -1.05485 0.031
C -0.10800 -7.10933 -1.49278 -0.311
N -0.60083 -9.44206 -1.78937 1.002
O -1.46871 -9.07134 -2.58859 -0.617
O -0.31734 -10.62212 -1.51820 -0.650
H 1.96529 -5.68764 0.88568 0.411
H 2.35372 -8.18250 1.33348 0.376
H 1.30768 -9.88111 -0.03578 0.454
H -0.82770 -6.90102 -2.32244 0.456
```

Results
calculated total energy: -14299.6606 a.u.
M: 1028.663 Da
orbital gap: 3.794 eV
lowest unoccupied orbital energy: 2.618 eV
multiplicity: 1
total charge: -2
HOMO: -1.176 eV



Record 2
# C19H63N3O11

11 unconnected molecules or ions with the total composition C19H63N3O11 at a distorted geometry (the ωB97M-V functional and the def2-TZVPD basis, OMol25).

XYZ file:
```
96
Properties=species:S:1:pos:R:3:mulliken_charge:R:1
C 2.00500 1.78424 -4.06538 -0.802
O 0.96473 1.32232 -4.89755 -0.093
C 0.82204 2.11355 -6.11091 -0.750
C -0.18549 1.36919 -7.00886 0.573
C -0.26200 2.10399 -8.34855 -1.517
N -1.44638 1.31038 -6.34038 -0.458
H 1.80634 1.43785 -3.04581 0.046
H 1.98753 2.82888 -4.18378 0.456
H 3.00825 1.59298 -4.44343 0.334
H 0.30660 3.03707 -5.79905 0.267
H 1.70913 2.34936 -6.74427 0.356
H 0.26019 0.35483 -7.18721 0.084
H 0.63151 2.16132 -8.92293 0.443
H -0.54754 3.13603 -8.25147 0.363
H -1.01041 1.52639 -8.99362 0.329
H -2.18975 1.03906 -6.94897 0.231
H -1.49100 0.83034 -5.44311 0.129
C -1.54817 3.96905 -3.68048 -0.519
O -1.83140 4.04853 -2.26979 -0.425
C -1.79610 2.74257 -1.69098 -0.189
C -2.10131 2.87273 -0.25648 0.371
C -1.20813 3.77810 0.53855 -1.468
N -2.04385 1.53247 0.35267 -0.106
H -2.42631 3.63112 -4.17822 0.378
H -0.84248 3.14155 -3.89018 -0.041
H -1.17775 4.89051 -4.03864 0.385
H -2.54782 2.08443 -2.17380 0.389
H -0.83399 2.28611 -1.80124 0.014
H -3.08545 3.23241 -0.09484 0.356
H -1.10500 4.72661 -0.08220 0.408
H -0.26976 3.37747 0.78144 0.214
H -1.68836 4.02877 1.50663 0.340
H -1.84988 1.63053 1.36110 -0.053
H -2.85841 0.91037 0.12953 0.064
C -2.83521 1.07664 4.30851 -0.972
O -2.36317 0.05820 3.42516 0.079
C -3.06235 -1.16852 3.59355 -0.659
C -2.09446 -2.29533 3.25736 0.249
C -0.94807 -2.43823 4.30766 -1.105
N -1.57892 -2.16783 1.82596 -0.412
H -2.34430 0.87045 5.27039 0.353
H -3.91789 1.10477 4.45141 0.353
H -2.51569 2.01057 3.95176 0.190
H -3.25197 -1.43305 4.67736 0.454
H -3.99079 -1.19726 2.97127 0.030
H -2.61803 -3.21563 3.32376 0.453
H -0.42549 -3.32933 3.94406 0.336
H -1.26636 -2.50375 5.35329 0.401
H -0.21756 -1.64965 4.14678 0.060
H -1.11502 -3.03676 1.57352 0.196
H -0.92492 -1.41155 1.79198 -0.060
C 2.49432 -3.15005 1.46708 -0.533
O 2.67941 -2.91678 2.87513 -0.412
H 1.71275 -3.82658 1.16278 0.333
H 2.27133 -2.14044 1.10674 0.054
H 3.45069 -3.54673 1.08100 0.344
H 2.66196 -3.76205 3.24507 0.187
C 3.13086 -2.13925 6.96704 -0.265
O 2.21556 -2.67739 7.90329 -0.520
H 3.66851 -2.95035 6.44526 0.185
H 2.54300 -1.56835 6.27872 0.014
H 4.04478 -1.59637 7.34017 0.295
H 2.47599 -2.39989 8.77595 0.296
C 2.69499 -3.76699 -3.89748 -0.542
O 2.43216 -3.82328 -2.53289 -0.497
H 3.33836 -4.61694 -4.10831 0.247
H 1.69885 -3.90058 -4.50892 0.204
H 3.31304 -2.86768 -4.20744 0.222
H 1.89190 -3.04340 -2.27186 0.429
C 4.82837 0.08164 3.21430 -0.773
O 3.94450 -0.71735 3.97416 -0.439
H 5.84607 -0.21248 3.46726 0.297
H 4.78912 0.08585 2.14405 0.312
H 4.63221 1.11834 3.48682 0.260
H 3.81291 -1.54618 3.45758 0.310
C -0.43159 -1.34638 -2.35255 -0.042
O 0.80710 -1.56804 -1.80605 -0.403
H -0.32829 -0.56163 -3.18124 -0.128
H -0.69964 -2.23253 -2.87241 0.387
H -1.20353 -0.97561 -1.59863 -0.027
H 0.92088 -0.83011 -1.17234 0.202
C -4.82833 -1.71695 0.42970 -0.869
O -3.61174 -1.02386 0.39132 -0.457
H -5.37911 -1.63143 1.35060 0.326
H -5.48885 -1.30611 -0.35877 0.255
H -4.68648 -2.80609 0.25209 0.298
H -2.85915 -1.50884 0.83301 0.381
C 1.35528 1.80492 3.29954 -0.514
O 1.28688 0.34649 3.33405 -0.138
H 2.29100 2.18221 3.57737 0.358
H 1.11681 2.08067 2.26848 0.074
H 0.54565 2.26550 3.91564 0.188
H 2.09875 -0.00519 3.73110 0.158
O 0.51187 0.75779 0.03808 -0.619
H 0.78592 0.55316 0.94323 0.079
H -0.45950 0.95043 0.16070 0.422
```

Results
SMILES string: COC[C@H](C)N.COC[C@H](C)N.COC[C@H](C)N.CO.CO.CO.CO.CO.CO.CO.O
calculated total energy: -1753.3943 a.u.
M: 509.723 Da
orbital gap: 9.481 eV
lowest unoccupied orbital energy: 0.538 eV
multiplicity: 1
total charge: 0
HOMO: -8.942 eV



Record 3
# C31H46EuN2O6P2

A molecular structure, C31H46EuN2O6P2 at a distorted geometry (the ωB97M-V functional and the def2-TZVPD basis, OMol25).

XYZ file:
```
88
Properties=species:S:1:pos:R:3:mulliken_charge:R:1
Eu -0.20256 -0.21583 0.92371 0.699
C -0.49538 -2.87030 1.76447 -0.261
C 0.81567 -2.80728 1.19185 0.897
C 0.84751 -1.63951 3.18605 0.911
C -0.47127 -2.17066 3.00473 0.719
C 1.63069 -2.00936 2.05442 0.138
C -1.69234 -3.51144 1.17616 -1.584
H -1.44457 -4.07087 0.26913 0.368
H -2.46730 -2.77250 0.91238 0.234
H -2.15308 -4.21065 1.88797 0.488
C -1.65304 -1.95498 3.86471 -1.107
H -2.36690 -2.78054 3.74977 0.482
H -2.17981 -1.02459 3.58821 0.122
H -1.37407 -1.85880 4.92063 0.191
C 1.37305 -0.86477 4.32831 -1.010
H 0.76183 -0.98873 5.23260 0.185
H 1.39378 0.21571 4.10420 0.055
H 2.41173 -1.14940 4.55591 0.490
C 3.04682 -1.63115 1.84312 -1.461
H 3.66933 -2.00204 2.66979 0.473
H 3.18004 -0.53838 1.81047 0.254
H 3.43683 -2.04724 0.90966 0.317
C 1.29462 -3.49464 -0.03282 -1.671
H 1.89626 -4.38007 0.23905 0.363
H 1.94692 -2.83458 -0.62937 0.209
H 0.46569 -3.84474 -0.66250 0.416
C -1.63710 0.71508 -5.19756 0.068
C -1.70575 -0.63071 -5.18814 -0.673
C -0.96681 -1.52525 -6.13189 -1.022
C 0.52107 -1.16057 -6.41393 -0.907
C 1.27285 -0.57435 -5.25838 -0.108
C 1.41069 0.74859 -5.04076 -1.103
C 0.64213 1.81763 -5.75603 -0.813
C -0.81766 1.49812 -6.18048 -1.132
H -1.51136 -1.53724 -7.09244 0.453
H 0.58369 -0.51812 -7.30480 0.317
H -1.00197 -2.55512 -5.74563 0.358
H -0.82353 1.01261 -7.17286 0.320
H -2.33763 1.31419 -4.59863 0.725
H -2.49622 -1.13450 -4.63351 0.629
H -1.34146 2.46227 -6.30494 0.413
H 0.61062 2.72187 -5.12432 0.286
H 2.21459 1.11356 -4.39083 1.054
H 1.19379 2.09045 -6.67452 0.406
H 1.01711 -2.11103 -6.66412 0.426
H 1.83875 -1.30290 -4.66236 0.428
P -1.21274 -0.61218 -1.71564 0.977
P 2.04765 0.73794 -0.72811 1.289
C -0.28039 0.77053 -2.53404 2.049
C 0.83622 1.58295 -1.84295 -2.050
H -1.02085 1.48020 -2.92844 0.674
H 0.11585 0.23631 -3.40542 -2.141
H 1.46704 2.05988 -2.61473 0.577
H 0.37411 2.39512 -1.25622 0.523
C 2.64002 2.22188 0.17323 -1.354
H 3.43038 1.92938 0.88233 0.404
H 1.81690 2.68972 0.74274 0.354
H 3.04543 2.93387 -0.56062 0.468
C 3.46348 0.28924 -1.77082 -1.413
H 3.81690 1.16935 -2.32887 0.505
H 3.17906 -0.51269 -2.47230 0.261
H 4.26996 -0.07920 -1.11619 0.439
C -2.97702 -0.38030 -2.13158 -1.429
H -3.54761 -1.14707 -1.59621 0.407
H -3.21458 -0.44635 -3.19823 0.345
H -3.30980 0.60269 -1.77035 0.417
C -0.63376 -2.09101 -2.62351 -0.442
H 0.37538 -2.37670 -2.29699 -0.050
H -0.60092 -1.96196 -3.71093 -0.474
H -1.31790 -2.91271 -2.37933 0.510
O 0.06760 2.75181 2.14623 -0.696
C -0.76410 2.09483 2.80963 0.439
O -1.43943 1.04312 2.39458 -0.643
C -1.03116 2.43714 4.26259 0.265
C -1.15235 3.73254 4.79958 -0.466
C -1.36703 3.90647 6.19225 -0.294
C -1.38615 2.81174 7.06997 -0.359
C -1.21529 1.52856 6.52502 -0.749
C -1.08987 1.35605 5.13695 0.779
N -1.07071 0.38005 7.38436 0.921
O -1.19522 0.52997 8.61489 -0.576
O -0.81509 -0.72948 6.84777 -0.593
N -1.61197 5.21112 6.72812 0.957
O -1.64471 6.18216 5.94168 -0.577
O -1.79271 5.32303 7.96084 -0.569
H -1.09228 4.60129 4.15454 0.574
H -1.50415 2.93161 8.14368 0.612
H -0.99439 0.34184 4.74406 0.085
```

Results
⟨S²⟩: 12.150
calculated total energy: -3162.1905 a.u.
M: 756.629 Da
orbital gap (spin up / spin down): 4.387 / 5.881 eV
lowest unoccupied orbital energy (spin up / spin down): -3.645 / -4.655 eV
multiplicity: 7
total charge: +1
HOMO (spin up / spin down): -8.033 / -10.535 eV